[1]
The following is a DFT calculation (ωB97M-V with the def2-TZVPD basis set) of an isolated ion of composition C9H9IN and charge +1 at a distorted geometry.

```
! RIJCOSX wB97M-V def2-TZVPD def2/J DEFGRID3
* xyz 1 1
C -0.261 2.442 0.964
C 0.115 2.327 -0.404
C -0.386 1.368 1.793
C 0.437 1.068 -0.941
C -0.320 0.131 1.202
C 0.146 -0.056 -0.106
C -0.423 -2.152 0.597
C -0.890 -1.285 1.647
C 0.564 -2.032 -1.665
N 0.213 -1.403 -0.473
I -0.664 -4.198 0.561
H -0.330 3.385 1.522
H -0.079 3.173 -1.025
H -0.943 1.229 2.756
H 0.835 1.084 -1.874
H -0.604 -1.505 2.677
H -1.925 -1.107 1.724
H 1.328 -2.812 -1.556
H 0.739 -1.194 -2.322
H -0.238 -2.548 -2.083
*
```

SMILES = C[N+]1=C(I)Cc2ccccc21
orbital gap = 0.2755 Eh
E_LUMO = -5.19 eV
electronic energy = -700.48299 Eh
HOMO level = -12.68 eV

***

[2]
The following is a DFT calculation (ωB97M-V with the def2-TZVPD basis set) of C33H31N7O3Re as an isolated structure at a distorted geometry.

```
! RIJCOSX wB97M-V def2-TZVPD def2/J DEFGRID3
* xyz 0 2
Re 0.078 -0.299 -0.019
N -2.393 9.765 -0.141
C -2.129 8.646 -0.126
C -1.800 7.254 -0.114
C -2.096 6.458 -1.220
C -1.762 5.117 -1.208
C -1.122 4.558 -0.105
C -0.834 5.355 0.999
C -1.174 6.695 1.000
C -0.750 3.119 -0.115
C 0.599 2.820 -0.232
C 1.658 3.762 -0.382
C 2.816 3.037 -0.513
C 2.440 1.679 -0.437
N 1.131 1.540 -0.265
C -1.802 2.200 -0.002
C -3.149 2.544 0.239
C -3.848 1.361 0.413
C -2.923 0.330 0.273
N -1.690 0.807 0.009
H -2.582 6.898 -2.080
H -1.985 4.493 -2.064
H -0.346 4.916 1.859
H -0.956 7.318 1.857
H 1.529 4.831 -0.402
H 3.814 3.421 -0.644
H 3.088 0.819 -0.516
H -3.537 3.547 0.292
H -4.897 1.248 0.629
H -3.131 -0.724 0.344
O 1.833 -1.272 0.134
C 2.990 -1.896 0.145
C 4.078 -1.263 0.782
C 5.331 -1.835 0.838
C 5.559 -3.080 0.274
C 4.506 -3.750 -0.316
C 3.230 -3.194 -0.399
C 2.186 -4.000 -1.037
N 1.386 -3.656 -2.024
C 0.636 -4.762 -2.327
C 0.980 -5.791 -1.509
N 1.974 -5.298 -0.701
H 3.894 -0.303 1.247
H 6.137 -1.305 1.327
H 6.547 -3.519 0.292
H 4.675 -4.727 -0.754
H -0.105 -4.733 -3.106
H 0.611 -6.797 -1.420
H 2.451 -5.799 0.026
C -1.845 -0.282 3.246
C -0.328 -0.158 3.178
O 0.341 -0.219 4.187
O 0.189 0.061 1.997
H -2.126 -0.610 4.243
H -2.200 -0.991 2.498
H -2.292 0.694 3.049
C -2.422 -1.500 -2.268
C -2.138 -2.292 -1.022
C -2.817 -3.425 -0.630
C -2.208 -3.891 0.557
C -1.179 -3.025 0.849
C -0.190 -3.136 1.966
N -1.137 -2.027 -0.107
H -3.495 -1.477 -2.458
H -1.950 -1.970 -3.138
H -2.071 -0.472 -2.196
H -3.657 -3.870 -1.142
H -2.489 -4.761 1.130
H -0.049 -4.185 2.227
H -0.515 -2.608 2.866
H 0.767 -2.708 1.675
N 0.564 -0.806 -2.144
H 0.687 -1.854 -2.081
H 1.473 -0.409 -2.367
H -0.063 -0.615 -2.917
*
```

orbital gap (spin up / spin down) = 0.1953 / 0.2029 Eh
E_LUMO (spin up / spin down) = -1.96 / -1.73 eV
electronic energy = -1963.45205 Eh
HOMO level (spin up / spin down) = -7.27 / -7.25 eV

***

[3]
The following is a DFT calculation (ωB97M-V with the def2-TZVPD basis set) of an isolated ion of composition C3H6ClN2 and charge +1 at a distorted geometry.

```
! RIJCOSX wB97M-V def2-TZVPD def2/J DEFGRID3
* xyz 1 1
C 0.885 -1.523 -1.944
C 0.489 -0.012 0.974
C -0.627 -0.254 -0.209
N 1.443 0.604 0.490
N 0.130 -1.315 -0.937
Cl 1.169 -3.090 -2.268
H 1.800 -1.118 -2.759
H 0.160 -0.448 1.847
H -1.638 -0.523 0.262
H -0.631 0.529 -0.970
H 2.257 1.130 0.895
H -0.405 -2.184 -0.669
*
```

SMILES = [H]/N=C/C/[NH+]=C/Cl
orbital gap = 0.3210 Eh
E_LUMO = -5.08 eV
electronic energy = -687.20276 Eh
HOMO level = -13.82 eV

***

[4]
The following is a DFT calculation (ωB97M-V with the def2-TZVPD basis set) of C8H16N as an isolated structure at a distorted geometry.

```
! RIJCOSX wB97M-V def2-TZVPD def2/J DEFGRID3
* xyz 1 3
C 3.622 -0.117 0.646
C 1.764 0.280 -1.701
C 2.361 -0.552 0.607
C 1.529 -0.043 -0.439
C -0.230 1.833 0.317
C -1.155 -1.852 -0.133
C -2.601 0.025 0.219
C -0.196 0.367 0.512
N -1.220 -0.340 -0.206
H 4.263 -0.628 1.333
H 4.095 0.632 0.038
H 1.155 0.821 -2.457
H 2.609 -0.050 -2.229
H 2.097 -1.450 1.112
H -0.328 2.063 -0.714
H 0.631 2.232 0.610
H -1.114 2.400 0.619
H -1.651 -2.073 0.825
H -1.622 -2.323 -1.154
H -0.045 -2.080 -0.114
H -2.393 0.134 1.344
H -2.761 0.892 -0.309
H -3.422 -0.634 -0.077
H -0.133 0.051 1.479
H -0.922 -0.177 -1.123
*
```

orbital gap (spin up / spin down) = 0.2327 / 0.2885 Eh
E_LUMO (spin up / spin down) = -2.72 / -6.15 eV
electronic energy = -368.62474 Eh
HOMO level (spin up / spin down) = -9.05 / -14.00 eV

***

[5]
The following is a DFT calculation (ωB97M-V with the def2-TZVPD basis set) of the molecule C2H6P2S2 at a distorted geometry.

```
! RIJCOSX wB97M-V def2-TZVPD def2/J DEFGRID3
* xyz 0 1
C 1.321 1.248 0.922
C -1.012 -0.352 0.437
P 0.852 -0.545 0.790
P 0.340 2.393 -0.326
S -0.861 -0.185 -2.881
S -1.214 1.084 -0.784
H 1.106 1.676 2.081
H 2.350 1.434 0.884
H -1.298 -1.241 -0.159
H -1.481 -0.260 1.307
H 1.185 -0.549 -0.535
H -0.736 0.942 -3.507
*
```

orbital gap (spin up / spin down) = 0.2539 / 0.2433 Eh
E_LUMO (spin up / spin down) = -0.92 / -1.06 eV
electronic energy = -1558.78415 Eh
HOMO level (spin up / spin down) = -7.82 / -7.68 eV

***

[6]
The following is a DFT calculation (ωB97M-V with the def2-TZVPD basis set) of a 22-piece molecular cluster, H44O22 overall at a distorted geometry.

```
! RIJCOSX wB97M-V def2-TZVPD def2/J DEFGRID3
* xyz 0 1
O 3.776 -1.878 -0.501
H 3.275 -1.564 -1.253
H 4.586 -1.369 -0.522
O -3.116 -2.515 -2.062
H -3.454 -1.669 -1.768
H -3.889 -3.077 -2.117
O -1.743 2.046 4.052
H -2.076 1.680 3.232
H -1.718 1.302 4.654
O -1.187 -1.412 -3.811
H -1.733 -1.740 -3.096
H -1.270 -2.073 -4.499
O 2.591 2.513 3.852
H 3.130 2.986 3.218
H 1.788 3.030 3.919
O 3.843 3.638 1.701
H 3.673 4.500 1.322
H 4.653 3.750 2.198
O 1.157 -3.674 -2.073
H 0.272 -4.002 -1.913
H 1.581 -3.700 -1.215
O 0.491 -2.245 2.890
H 1.385 -2.378 2.576
H 0.515 -1.393 3.327
O -0.065 1.030 -4.985
H -0.763 0.470 -4.645
H 0.697 0.818 -4.446
O 4.812 1.123 -2.537
H 5.088 0.514 -1.852
H 4.776 1.974 -2.100
O 4.586 0.010 2.080
H 4.818 0.466 1.271
H 3.638 -0.111 2.025
O -4.867 3.414 -2.221
H -5.555 3.125 -2.820
H -4.812 2.718 -1.566
O -4.341 0.191 -1.563
H -4.540 0.471 -2.457
H -5.182 0.228 -1.107
O 1.589 -0.608 -2.900
H 1.339 -0.081 -2.141
H 0.843 -1.191 -3.044
O 0.431 4.153 3.767
H -0.286 4.677 3.410
H 0.071 3.268 3.833
O -4.774 1.091 2.704
H -5.014 1.724 2.026
H -5.604 0.855 3.117
O -2.497 0.182 0.844
H -3.190 0.663 1.297
H -2.793 0.135 -0.065
O 3.500 -2.050 -4.193
H 3.725 -1.605 -5.010
H 2.713 -1.602 -3.885
O -1.761 -2.914 1.763
H -0.840 -2.963 2.018
H -1.930 -1.979 1.651
O 1.481 -0.034 4.285
H 0.772 0.248 4.863
H 1.990 0.761 4.125
O -1.296 -4.289 -1.108
H -1.875 -3.639 -1.506
H -1.354 -4.117 -0.168
O 0.078 0.456 -0.573
H -0.775 0.558 -0.151
H 0.636 1.106 -0.145
*
```

orbital gap = 0.3182 Eh
E_LUMO = -1.18 eV
electronic energy = -1681.65609 Eh
HOMO level = -9.84 eV

***

[7]
The following is a DFT calculation (ωB97M-V with the def2-TZVPD basis set) of the molecule C4H4O2 at a distorted geometry.

```
! RIJCOSX wB97M-V def2-TZVPD def2/J DEFGRID3
* xyz 0 1
C 0.408 1.447 -0.269
C 0.029 0.082 0.333
C 0.802 -1.156 0.077
C -1.325 -0.251 0.242
H -0.273 2.188 -0.037
H 1.474 1.658 -0.462
H 0.480 -2.134 -0.019
H -1.960 0.718 0.474
O 2.059 -1.160 -0.028
O -1.694 -1.392 -0.310
*
```

SMILES = C=C(C=O)C=O
orbital gap = 0.2955 Eh
E_LUMO = -1.78 eV
electronic energy = -305.14848 Eh
HOMO level = -9.82 eV

***

[8]
The following is a DFT calculation (ωB97M-V with the def2-TZVPD basis set) of an isolated ion of composition C4H3O2 and charge -1 at a distorted geometry.

```
! RIJCOSX wB97M-V def2-TZVPD def2/J DEFGRID3
* xyz -1 1
C -0.870 -0.751 0.320
C -1.714 -1.480 0.841
C 1.106 1.476 -0.209
C 0.300 -0.187 -0.408
O 1.941 1.441 0.600
O 0.675 2.362 -0.940
H -2.388 -1.725 1.599
H -0.145 -0.149 -1.441
H 1.096 -0.986 -0.362
*
```

SMILES = C#CCC(=O)[O-]
orbital gap = 0.2985 Eh
E_LUMO = 4.16 eV
electronic energy = -304.66437 Eh
HOMO level = -3.97 eV